CH3NO3S in the gas phase at a distorted geometry, computed with ωB97M-V/def2-TZVPD.

XYZ file:
```
9
Properties=species:S:1:pos:R:3:forces:R:3:mulliken_spin:R:1
C 0.26225 0.03984 0.49333 0.5 3.4 -0.1 0.01
N 0.03892 0.81470 1.55738 1.4 -1.3 1.1 0.03
O -0.07713 0.77397 -0.66246 0.6 0.4 3.7 0.20
O 0.75114 -1.01540 0.43434 2.7 -2.8 1.6 0.11
O -0.43194 -1.70858 -1.08039 -0.9 -3.5 1.6 0.55
S -0.59287 -0.46314 -1.79165 -0.6 1.0 -8.5 1.01
H -0.63050 1.41673 1.25853 -2.2 2.9 0.2 0.01
H 0.19712 0.57139 2.52933 -0.2 -0.2 -0.6 0.01
H 0.48301 -0.42949 -2.73841 -1.2 0.1 1.0 0.08
```
Forces are in eV/Å.

Results
spin multiplicity: 3
energy above the lowest of the compared OMol25 structures with the same formula, charge and spin: 212.9 kJ/mol
DFT total energy: -718.3406 hartree
<S²>: 2.01
highest occupied orbital energy (alpha / beta): -5.408 / -10.390 eV

=====

C19H24BrNO4 in the gas phase, computed with ωB97M-V/def2-TZVPD.

XYZ file:
```
49
Properties=species:S:1:pos:R:3:forces:R:3:nbo_charge:R:1
C -0.95544 3.82115 -2.13765 0.2 0.1 -0.2 -0.25
O -1.76797 3.19607 -1.17755 -0.2 -0.2 0.4 -0.49
C -1.29122 3.08758 0.09539 -0.2 0.0 0.0 0.24
C -0.10062 3.61947 0.55311 -0.2 0.0 -0.3 -0.29
C 0.30311 3.41687 1.86476 -0.1 -0.1 0.2 -0.19
C -0.47306 2.68231 2.74146 0.0 0.2 0.0 -0.04
C -1.69241 2.17623 2.29450 -0.2 0.1 -0.1 -0.32
C -2.10695 2.36065 0.98908 -0.1 0.0 -0.2 0.34
O -3.26471 1.87176 0.45685 0.4 0.3 -0.1 -0.50
C -4.10082 1.09533 1.27487 -0.1 -0.2 0.2 -0.25
H -4.94105 0.80603 0.64556 0.0 0.0 0.1 0.20
H -3.59094 0.19342 1.63164 0.0 0.0 0.0 0.18
H -4.47349 1.66628 2.13213 0.0 0.0 0.0 0.17
H -2.30887 1.61975 2.98471 -0.1 -0.1 0.0 0.22
C 0.01714 2.40782 4.13602 0.3 -0.1 -0.1 -0.44
H 0.29753 3.35362 4.60548 0.0 0.0 0.1 0.22
H -0.77648 1.95814 4.73753 0.0 0.0 0.1 0.20
C 1.25805 1.48482 4.16439 -0.2 0.2 0.3 -0.21
N 1.00528 0.05637 4.11279 -0.2 -0.1 0.2 -0.66
H 0.46072 -0.21671 4.92208 0.1 0.0 -0.1 0.37
C 0.40969 -0.50009 2.90342 0.1 -0.2 -0.2 -0.26
H -0.30474 0.17244 2.41930 0.0 -0.2 0.1 0.21
C 1.50919 -0.86475 1.87566 -0.3 0.1 -0.4 0.06
O 2.74211 -1.08654 2.50139 0.3 0.0 -0.1 -0.73
H 2.66040 -0.70383 3.39312 -0.1 -0.1 0.0 0.49
C 1.65102 0.23053 0.79341 0.5 -0.3 0.4 -0.09
O 0.46100 0.42027 0.05970 -0.3 0.0 -0.1 -0.50
C 0.10428 -0.45657 -0.91374 -0.2 -0.1 -0.3 0.32
C -1.12595 -0.20716 -1.53102 0.1 0.1 0.2 -0.28
C -1.57638 -1.02438 -2.54602 0.1 0.0 0.1 -0.17
C -0.82340 -2.10670 -2.97531 0.1 -0.2 -0.1 -0.28
C 0.39025 -2.33969 -2.35977 0.0 -0.2 -0.1 -0.06
C 0.87019 -1.53882 -1.33753 0.2 0.1 0.2 -0.30
H 1.82490 -1.76813 -0.89228 0.1 0.0 0.1 0.23
Br 1.45219 -3.82002 -2.92695 -0.1 0.2 0.1 0.04
H -1.17076 -2.75090 -3.76721 0.0 -0.1 -0.1 0.23
H -2.52737 -0.81937 -3.01297 -0.1 0.0 0.0 0.22
H -1.70955 0.63708 -1.20335 -0.1 0.1 0.1 0.24
H 1.84169 1.19885 1.26017 0.1 -0.1 0.0 0.20
H 2.49829 -0.01204 0.14254 -0.1 0.0 0.0 0.18
H 1.21803 -1.79619 1.37043 0.0 0.2 0.1 0.17
H -0.11271 -1.41524 3.18954 0.0 0.1 0.0 0.20
H 1.79995 1.65796 5.09968 0.0 0.1 -0.1 0.20
H 1.92292 1.74872 3.34022 0.1 0.1 0.1 0.19
H 1.23980 3.83962 2.19848 0.1 0.0 0.0 0.20
H 0.53428 4.18859 -0.10658 0.0 0.0 -0.1 0.22
H -1.50090 3.74798 -3.07726 0.1 0.0 0.0 0.20
H -0.78720 4.87717 -1.90037 0.0 0.0 0.0 0.17
H 0.00898 3.31214 -2.23828 0.0 0.0 0.0 0.18
```
Forces are in eV/Å.

Results
energy above the lowest of the compared OMol25 structures with the same formula, charge and spin: 16.6 kJ/mol
DFT total energy: -3668.0934 hartree
highest occupied orbital energy: -8.015 eV

=====

C23H24N4O7S2 in the gas phase at a distorted geometry, computed with ωB97M-V/def2-TZVPD.

XYZ file:
```
60
Properties=species:S:1:pos:R:3:forces:R:3:nbo_charge:R:1
C 4.43921 3.23662 1.58261 0.0 0.0 0.0 -0.63
C 4.73709 2.33819 0.42173 0.0 0.0 -0.1 0.03
C 4.89304 0.97478 0.61442 0.1 0.1 -0.1 -0.30
C 5.12703 0.12598 -0.46208 0.0 0.8 0.0 0.24
C 5.23418 0.65376 -1.74448 0.0 -0.2 0.1 -0.28
C 5.09873 2.01706 -1.93563 0.0 0.0 0.0 -0.18
C 4.83869 2.85391 -0.86618 0.0 0.0 0.0 -0.24
H 4.72243 3.91530 -1.02817 0.0 0.1 0.0 0.21
H 5.18933 2.42649 -2.93109 0.0 0.0 -0.1 0.21
H 5.43049 -0.00149 -2.58099 0.0 -0.1 -0.1 0.21
N 5.23862 -1.24443 -0.23396 -0.2 -0.7 0.5 -0.86
S 4.18214 -2.01034 0.83389 0.1 0.0 -0.6 2.32
O 4.17999 -3.37719 0.41234 -0.1 0.0 -0.2 -0.93
O 4.54360 -1.69174 2.17803 -0.2 0.3 0.0 -0.92
C 2.63342 -1.21298 0.42349 0.5 -0.3 0.4 -0.35
C 2.06974 -1.47768 -0.80945 -0.1 0.0 -0.1 -0.16
C 0.93271 -0.79576 -1.19392 0.1 0.0 0.1 -0.26
C 0.37040 0.16016 -0.34626 0.3 -0.1 0.2 0.25
C 0.94567 0.41331 0.89565 -0.1 0.1 0.0 -0.27
C 2.07773 -0.28315 1.27734 0.0 -0.1 0.0 -0.14
H 2.53018 -0.12300 2.24166 0.0 0.1 0.1 0.25
H 0.50229 1.13934 1.55541 0.0 0.0 0.0 0.26
N -0.80217 0.79307 -0.78165 0.1 0.0 -0.4 -0.62
C -1.67432 1.54459 -0.05618 -0.2 0.1 -0.4 0.67
O -1.45727 1.98563 1.05161 0.1 0.0 0.2 -0.61
C -3.03704 1.69918 -0.73156 0.1 0.3 0.0 -0.31
N -3.96456 0.69038 -0.26342 -0.6 0.3 0.8 -0.72
S -5.04921 1.12551 0.93902 0.0 -0.1 0.2 2.32
O -5.47436 2.45517 0.62935 0.3 0.3 0.1 -0.94
O -6.02616 0.07954 0.98533 0.2 -0.2 0.2 -0.94
C -4.12818 1.13415 2.49023 -0.4 0.0 -0.7 -0.89
H -4.75259 1.63195 3.22042 -0.2 0.1 0.1 0.26
H -3.20243 1.67881 2.34472 0.1 0.1 0.0 0.27
H -3.95047 0.10649 2.77710 0.0 -0.2 0.0 0.24
C -3.63936 -0.68201 -0.35982 0.0 -1.0 -0.2 0.18
C -2.60085 -1.23124 0.37521 0.1 -0.3 0.0 -0.24
C -2.27146 -2.57049 0.20832 -1.0 0.5 -0.6 0.06
C -3.00730 -3.38466 -0.64281 0.3 0.0 0.2 -0.18
C -4.07794 -2.84186 -1.32518 0.0 0.2 0.0 -0.22
C -4.40943 -1.49435 -1.20735 0.3 0.0 0.1 0.04
C -5.57004 -0.91620 -1.93796 -0.2 0.0 0.0 -0.65
H -5.96142 -1.61377 -2.67273 0.0 0.0 -0.1 0.22
H -5.29759 0.01859 -2.42287 0.0 0.1 -0.1 0.23
H -6.34770 -0.68169 -1.21098 -0.1 0.0 -0.1 0.26
H -4.66826 -3.47162 -1.97307 -0.1 -0.1 -0.1 0.22
H -2.73375 -4.42295 -0.74947 0.0 0.0 0.0 0.25
N -1.14200 -3.10571 0.92509 0.4 -0.1 0.3 0.52
O -0.52368 -2.34558 1.64221 0.1 0.0 0.2 -0.38
O -0.87180 -4.27314 0.75496 0.1 -0.3 0.0 -0.37
H -2.02984 -0.64689 1.08033 0.0 0.1 0.0 0.25
H -3.48909 2.65329 -0.45294 0.3 0.0 -0.2 0.27
H -2.95403 1.64157 -1.82286 0.0 0.0 0.1 0.20
H -1.10897 0.50206 -1.70047 -0.1 0.1 0.2 0.40
H 0.47235 -1.00389 -2.14984 0.0 0.0 -0.1 0.21
H 2.51311 -2.22933 -1.44322 0.0 -0.1 -0.2 0.24
H 5.41092 -1.80790 -1.05223 -0.1 -0.2 0.0 0.41
H 4.84893 0.54922 1.60353 0.0 0.1 0.2 0.24
H 4.94653 4.19259 1.47350 0.0 0.1 0.1 0.22
H 3.36721 3.42929 1.63469 -0.1 0.1 0.1 0.22
H 4.74750 2.77512 2.51663 0.0 0.0 0.1 0.22
```
Forces are in eV/Å.

Results
energy above the lowest of the compared OMol25 structures with the same formula, charge and spin: 12.3 kJ/mol
DFT total energy: -2432.8580 hartree
highest occupied orbital energy: -8.706 eV

=====

A molecular structure, C14H17IrN4O3PS2 at a distorted geometry, computed with ωB97M-V/def2-TZVPD.

XYZ file:
```
42
Properties=species:S:1:pos:R:3:forces:R:3:mulliken_spin:R:1
Ir -1.87850 0.87616 -1.89346 -0.5 -0.2 1.0 0.22
C 0.49133 -4.43663 0.88997 -0.3 0.2 -0.2 0.00
C 0.23164 -3.19193 0.06737 0.9 -0.1 0.4 0.00
O -1.11276 -3.28005 -0.48633 -0.8 0.5 -0.4 0.00
P -1.90657 -2.08997 -1.10902 0.2 -0.5 -0.5 0.01
S -2.30717 -0.54737 0.19924 0.5 1.0 -2.5 -0.03
S -0.86763 -1.20744 -2.71394 -1.3 1.3 1.5 0.01
O -3.26624 -2.64399 -1.59009 0.2 0.5 0.5 0.00
C -3.50499 -3.80397 -2.46742 -0.2 -0.4 -0.4 0.00
C -4.17091 -4.90355 -1.68105 0.1 0.3 0.1 0.00
H 1.50870 -4.41101 1.27522 0.0 0.0 0.0 0.00
H 0.37236 -5.32680 0.27919 0.1 -0.1 -0.1 0.00
H -0.19923 -4.49691 1.72628 0.0 0.0 0.1 0.00
H 0.93464 -3.11492 -0.76562 -0.1 0.0 0.0 0.00
H 0.29399 -2.29022 0.68250 0.0 0.0 -0.1 0.00
H -2.55670 -4.12795 -2.89832 0.0 0.1 0.0 0.00
H -4.15604 -3.41820 -3.25465 0.2 0.0 0.1 0.00
H -3.55502 -5.20099 -0.83629 0.1 -0.1 0.0 0.00
H -4.31242 -5.76356 -2.32988 0.0 -0.1 -0.1 0.00
H -5.14044 -4.57741 -1.31650 -0.1 0.0 0.0 0.00
O -4.61387 0.23847 -3.02237 3.4 2.8 1.5 0.32
N -3.71447 0.86020 -2.59810 -2.5 -4.1 -1.1 0.45
N 4.48573 5.58780 5.28686 0.3 0.3 0.5 0.00
C 3.97063 5.07061 4.40792 0.1 0.1 0.2 0.00
C 3.33126 4.44882 3.31291 -0.4 -0.4 -0.7 0.00
C 1.97248 4.12578 3.38883 0.4 0.0 -0.2 0.00
C 1.35038 3.53609 2.30952 0.1 -0.2 -0.5 0.00
C 2.06583 3.26864 1.13511 0.8 0.8 1.4 0.00
C 3.43139 3.57361 1.07984 -0.5 -0.2 -0.3 0.00
C 4.06229 4.15975 2.15647 -0.4 0.0 0.3 0.00
N 1.41977 2.70290 0.01806 -1.3 -0.5 -0.7 0.01
C 2.00859 2.33656 -1.16894 -0.2 -0.2 -0.7 0.00
C 1.03050 1.83837 -1.96803 0.8 0.0 0.0 0.00
N -0.15620 1.87808 -1.28147 -0.1 -1.0 -0.3 -0.01
C 0.10700 2.41519 -0.10123 0.3 0.2 0.8 0.01
H 1.41254 4.33422 4.28737 0.0 0.0 0.1 0.00
H 0.30579 3.28854 2.39584 -0.2 0.0 0.0 0.00
H 4.01754 3.36905 0.19977 0.0 0.0 -0.1 0.00
H 5.11418 4.39542 2.10289 0.0 0.0 0.0 0.00
H 3.05081 2.44147 -1.37857 0.2 0.1 0.0 0.00
H 1.09801 1.48166 -2.97775 0.1 -0.1 -0.1 0.00
H -0.64821 2.60553 0.63788 0.1 0.0 0.2 0.00
```
Forces are in eV/Å.

Results
spin multiplicity: 2
DFT total energy: -2229.8557 hartree
<S²>: 0.85
charge: +2
highest occupied orbital energy (alpha / beta): -14.406 / -14.399 eV